A molecular structure, C28H58Cl48FN2O4PS, computed with wB97M-V/def2-TZVPD.

Computed properties:
E_LUMO (eV): 0.17
Kohn-Sham gap (eV): 9.95

ORCA input file:
```
! wB97M-V def2-TZVPD RIJCOSX def2/J DEFGRID3
* xyz 0 1
C 5.015 -2.523 1.943
N 3.960 -1.796 1.182
C 4.376 -0.432 0.820
C 2.729 -1.889 1.824
O 2.327 -2.993 2.296
C 1.768 -0.707 1.973
N 0.832 -0.574 0.775
P -0.153 -2.016 0.542
O -0.909 -1.947 -0.751
S -0.154 0.718 1.161
O 0.641 1.921 1.095
O -0.943 0.459 2.342
F -1.118 0.712 -0.056
H 5.960 -1.976 1.871
H 5.094 -3.531 1.521
H 4.767 -2.613 3.008
H 5.132 -0.446 0.022
H 3.552 0.167 0.427
H 4.883 0.061 1.669
H 1.199 -0.908 2.889
H 2.257 0.261 2.091
H -1.066 -2.042 1.599
H 0.692 -3.113 0.538
C -1.919 -0.986 -5.394
Cl -1.270 -1.043 -7.036
Cl -1.989 0.678 -4.777
H -2.925 -1.394 -5.398
H -1.278 -1.566 -4.741
C 6.588 0.209 -3.108
Cl 6.725 -1.543 -3.344
Cl 6.540 0.681 -1.401
H 7.448 0.679 -3.569
H 5.675 0.563 -3.576
C 1.593 -2.415 5.623
Cl 0.499 -1.109 5.104
Cl 3.130 -1.785 6.234
H 1.114 -2.984 6.411
H 1.785 -3.041 4.757
C -4.419 -0.244 0.570
Cl -4.348 1.452 1.075
Cl -5.499 -0.459 -0.813
H -3.422 -0.566 0.289
H -4.789 -0.841 1.394
C -5.568 0.478 -5.301
Cl -6.093 -1.213 -5.250
Cl -6.296 1.357 -6.650
H -5.858 0.961 -4.375
H -4.492 0.491 -5.414
C 4.187 1.851 4.514
Cl 4.074 0.181 3.927
Cl 3.013 2.887 3.699
H 3.981 1.853 5.574
H 5.186 2.223 4.317
C 6.758 2.020 7.919
Cl 6.616 0.367 7.306
Cl 5.592 3.100 7.145
H 6.568 2.014 8.986
H 7.757 2.384 7.709
C 3.285 -0.876 -5.850
Cl 2.814 -0.572 -4.172
Cl 4.566 0.227 -6.372
H 3.648 -1.894 -5.935
H 2.417 -0.728 -6.482
C -1.241 -1.845 -10.765
Cl -1.530 -3.568 -10.501
Cl 0.131 -1.250 -9.822
H -1.031 -1.686 -11.816
H -2.126 -1.296 -10.464
C -0.138 2.252 -2.151
Cl -0.702 3.232 -0.795
Cl 1.454 2.742 -2.723
H -0.078 1.222 -1.819
H -0.836 2.344 -2.972
C -2.087 -5.170 2.460
Cl -2.486 -3.593 3.139
Cl -0.470 -5.190 1.701
H -2.096 -5.897 3.264
H -2.820 -5.429 1.706
C -3.205 3.837 3.825
Cl -1.801 3.350 4.778
Cl -4.606 4.213 4.844
H -2.947 4.723 3.255
H -3.474 3.021 3.164
C -0.053 6.875 -1.819
Cl -0.626 7.838 -0.450
Cl 1.553 7.383 -2.360
H -0.001 5.838 -1.510
H -0.748 6.997 -2.641
C -5.563 7.431 6.681
Cl -6.051 7.325 8.378
Cl -4.256 8.596 6.438
H -5.217 6.456 6.360
H -6.419 7.747 6.096
C -6.936 4.383 0.270
Cl -6.328 3.612 -1.199
Cl -5.714 4.472 1.547
H -7.244 5.392 0.024
H -7.776 3.807 0.642
C -6.082 -5.522 3.261
Cl -5.039 -5.540 4.690
Cl -5.408 -6.478 1.930
H -7.047 -5.938 3.526
H -6.180 -4.492 2.930
C -8.594 -2.342 1.323
Cl -6.997 -2.481 2.071
Cl -9.710 -3.573 1.924
H -8.997 -1.363 1.554
H -8.483 -2.468 0.252
C -8.514 1.830 -9.703
Cl -7.854 1.779 -11.342
Cl -8.600 3.479 -9.071
H -9.515 1.417 -9.721
H -7.872 1.244 -9.055
C 4.711 6.682 3.013
Cl 3.625 5.702 2.027
Cl 5.508 5.730 4.279
H 5.475 7.104 2.371
H 4.134 7.468 3.486
C 5.777 4.296 -5.221
Cl 7.174 3.216 -5.051
Cl 4.273 3.387 -5.371
H 5.725 4.924 -4.339
H 5.907 4.903 -6.110
C 9.803 -2.777 -1.322
Cl 11.225 -2.987 -0.290
Cl 8.404 -2.191 -0.419
H 10.039 -2.053 -2.093
H 9.551 -3.734 -1.761
C 0.092 -8.598 0.833
Cl 1.299 -9.746 1.427
Cl -1.556 -9.224 0.979
H 0.155 -7.689 1.420
H 0.292 -8.395 -0.213
C -3.397 -0.382 5.047
Cl -3.998 -1.914 5.696
Cl -4.632 0.454 4.098
H -3.108 0.255 5.875
H -2.545 -0.582 4.405
C 4.332 -6.048 -1.288
Cl 4.287 -4.488 -0.458
Cl 5.820 -6.291 -2.210
H 4.256 -6.836 -0.546
H 3.498 -6.094 -1.978
*
```



A single C5H8N2O molecule, computed with wB97M-V/def2-TZVPD.

Computed properties:
SMILES string: Cn1ccc(N)c1O
E_LUMO (eV): 0.94
Kohn-Sham gap (eV): 8.19
Relative energy (zero: lowest compared OMol25 entry of this formula, charge and spin) (kcal per mole): 52.14

ORCA input file:
```
! wB97M-V def2-TZVPD RIJCOSX def2/J DEFGRID3
* xyz 0 1
C 2.428 -0.546 0.204
C 0.737 1.300 -0.204
C -0.724 1.510 -0.108
C -1.289 0.174 -0.179
C -0.239 -0.721 -0.348
H 2.430 -0.385 1.336
H 3.173 0.148 -0.186
H 2.563 -1.474 -0.114
H 1.581 1.981 -0.427
H -1.244 2.408 -0.104
H -3.018 0.320 0.891
H -3.123 -0.278 -0.620
H -1.296 -2.005 0.232
N 1.029 -0.110 -0.293
N -2.554 -0.285 0.184
O -0.455 -2.039 -0.263
*
```



A molecular structure, C16H23CoN7O2, computed with wB97M-V/def2-TZVPD.

Computed properties:
E_LUMO (alpha / beta) (eV): -6.15 / -6.10
⟨S²⟩: 1.0456
Kohn-Sham gap (alpha / beta) (eV): 8.70 / 8.74

ORCA input file:
```
! wB97M-V def2-TZVPD RIJCOSX def2/J DEFGRID3
* xyz 2 2
Co -0.062 1.201 -0.740
C -0.437 1.312 3.963
N -0.221 2.569 3.245
C -0.131 3.820 4.002
C -0.096 2.521 1.910
N -0.203 1.439 1.195
N 0.168 3.749 1.304
C 0.440 4.018 -0.017
N 0.705 5.305 -0.282
N 0.422 3.087 -0.929
H -0.375 1.508 5.028
H 0.338 0.584 3.716
H -1.422 0.894 3.746
H -0.352 3.605 5.042
H -0.877 4.544 3.667
H 0.870 4.253 3.959
H -0.385 0.627 1.767
H 0.185 4.541 1.921
H 0.721 6.018 0.427
H 0.897 5.600 -1.224
H 0.661 3.456 -1.841
O 3.009 -4.722 -1.949
C 3.788 -3.552 -1.920
C 2.873 -2.381 -1.701
C 3.392 -1.093 -1.609
C 2.536 -0.031 -1.411
N 1.211 -0.195 -1.302
C 0.705 -1.440 -1.383
C 1.497 -2.550 -1.582
C -0.770 -1.472 -1.213
C -1.562 -2.596 -1.291
C -2.937 -2.466 -1.117
C -3.835 -3.677 -1.152
O -3.145 -4.802 -1.641
C -3.461 -1.198 -0.878
C -2.608 -0.120 -0.806
N -1.285 -0.251 -0.970
H 3.574 -5.486 -2.104
H 4.330 -3.393 -2.859
H 4.528 -3.567 -1.113
H 4.454 -0.907 -1.700
H 2.903 0.985 -1.350
H 1.074 -3.541 -1.645
H -1.145 -3.570 -1.501
H -4.733 -3.447 -1.729
H -4.161 -3.874 -0.125
H -3.580 -5.147 -2.425
H -4.524 -1.041 -0.752
H -2.975 0.884 -0.630
*
```



4 unconnected molecules or ions with the total composition C3H3NO2, computed with wB97M-V/def2-TZVPD.

Computed properties:
E_LUMO (eV): 3.48
Kohn-Sham gap (eV): 2.22
Relative energy (zero: lowest compared OMol25 entry of this formula, charge and spin) (kcal per mole): 99.18

ORCA input file:
```
! wB97M-V def2-TZVPD RIJCOSX def2/J DEFGRID3
* xyz -2 1
C 4.602 -0.432 1.230
C -7.436 -2.327 0.400
C 3.863 -0.859 0.369
N -6.992 -1.283 0.097
O -6.835 -0.057 -0.063
O -7.717 -4.360 1.034
H 5.022 -0.059 2.146
H 3.202 -1.438 -0.143
H 12.291 10.815 -5.069
*
```



A molecular structure, C36H68MgO23S7, computed with wB97M-V/def2-TZVPD.

Computed properties:
E_LUMO (eV): -0.99
Kohn-Sham gap (eV): 6.68

ORCA input file:
```
! wB97M-V def2-TZVPD RIJCOSX def2/J DEFGRID3
* xyz 0 1
Mg -26.891 13.519 34.358
C -26.146 9.580 33.146
C -26.482 10.906 33.317
C -25.969 11.939 32.330
O -26.310 13.165 32.401
C -25.049 11.538 31.373
C -24.682 10.183 31.149
C -25.357 9.118 32.036
O -25.272 7.923 31.746
O -23.810 9.842 30.350
O -27.070 11.356 34.369
H -26.397 8.816 33.871
H -24.671 12.257 30.654
C -23.902 7.161 28.296
C -22.565 6.949 28.954
C -22.617 6.689 30.479
O -21.833 5.522 30.658
C -21.432 5.034 29.470
O -20.762 4.064 29.346
O -21.931 5.768 28.451
H -24.520 6.262 28.321
H -23.727 7.355 27.232
H -24.415 8.019 28.723
H -21.909 7.798 28.746
H -23.662 6.498 30.721
H -22.330 7.613 30.967
C -20.727 9.966 32.422
C -20.554 9.811 30.932
C -19.423 10.697 30.382
O -18.719 9.852 29.492
C -19.056 8.555 29.740
O -18.525 7.626 29.245
O -20.058 8.494 30.649
H -21.017 11.007 32.609
H -19.853 9.711 33.016
H -21.591 9.391 32.770
H -21.503 10.057 30.453
H -18.770 11.077 31.172
H -19.858 11.571 29.896
C -28.963 7.124 28.706
C -28.732 7.621 30.102
C -28.399 9.118 30.195
O -29.144 9.553 31.331
C -30.124 8.655 31.611
O -31.023 8.878 32.345
O -29.971 7.555 30.842
H -29.759 7.620 28.155
H -29.254 6.067 28.751
H -28.040 7.099 28.123
H -27.948 7.039 30.589
H -28.689 9.666 29.295
H -27.338 9.298 30.365
C -29.282 6.315 35.058
C -28.820 5.964 33.668
C -27.302 6.010 33.422
O -26.958 4.763 32.833
C -27.994 3.905 32.979
O -27.976 2.755 32.703
O -29.075 4.544 33.475
H -28.729 7.195 35.402
H -29.128 5.500 35.761
H -30.343 6.566 35.067
H -29.284 6.555 32.885
H -26.697 6.143 34.323
H -27.043 6.824 32.750
C -28.371 16.837 35.773
S -26.745 16.645 35.034
O -26.821 15.435 34.153
C -26.897 18.015 33.913
H -28.640 16.050 36.466
H -29.079 16.949 34.952
H -28.347 17.804 36.285
H -27.811 17.952 33.321
H -26.035 18.047 33.247
H -26.916 18.952 34.473
C -28.015 13.812 38.789
S -28.444 13.103 37.196
O -27.320 13.415 36.265
C -28.216 11.387 37.643
H -26.957 13.633 38.979
H -28.644 13.298 39.514
H -28.205 14.882 38.825
H -28.604 10.772 36.836
H -28.735 11.163 38.575
H -27.150 11.215 37.789
C -21.617 16.690 32.085
S -23.253 17.280 32.482
O -23.671 18.098 31.318
C -24.083 15.696 32.430
H -20.935 17.533 32.030
H -21.609 16.128 31.149
H -21.264 15.981 32.843
H -25.134 15.879 32.612
H -23.702 15.156 33.302
H -23.851 15.097 31.551
C -27.859 12.372 29.094
S -26.991 13.944 28.991
O -27.151 14.405 27.589
C -28.231 14.832 29.960
H -28.782 12.408 28.516
H -28.077 12.133 30.139
H -27.228 11.571 28.705
H -29.229 14.406 29.960
H -28.163 15.882 29.675
H -27.872 14.858 31.000
C -23.806 12.643 27.695
S -22.162 13.057 27.106
O -22.320 14.316 26.347
C -21.554 13.582 28.724
H -23.853 11.803 28.390
H -24.373 12.453 26.784
H -24.235 13.529 28.167
H -22.254 14.365 29.026
H -20.563 14.030 28.660
H -21.538 12.768 29.450
C -31.292 14.288 34.705
S -30.279 13.322 33.577
O -28.870 13.601 33.984
C -30.662 11.719 34.247
H -32.319 13.963 34.518
H -31.199 15.331 34.414
H -30.997 14.085 35.730
H -31.562 11.229 33.878
H -30.745 11.759 35.339
H -29.815 11.069 34.015
C -22.918 12.050 34.529
S -23.681 13.388 35.459
O -25.054 13.476 34.899
C -23.888 12.496 36.999
H -21.874 11.991 34.842
H -23.003 12.297 33.473
H -23.445 11.126 34.761
H -22.909 12.256 37.422
H -24.418 11.564 36.811
H -24.416 13.157 37.680
*
```



A single C18H21ClN2O3S molecule, computed with wB97M-V/def2-TZVPD.

Computed properties:
SMILES string: NC1CCN(C(=O)CCS(=O)(=O)c2ccc3cc(Cl)ccc3c2)CC1
E_LUMO (eV): -0.36
Kohn-Sham gap (eV): 8.34
Relative energy (zero: lowest compared OMol25 entry of this formula, charge and spin) (kcal per mole): 27.51

ORCA input file:
```
! wB97M-V def2-TZVPD RIJCOSX def2/J DEFGRID3
* xyz 0 1
O -1.063 1.099 2.149
O 0.074 -3.106 3.912
O -1.204 -3.740 1.877
Cl 5.149 2.232 -1.471
C -1.715 0.486 1.312
C 0.899 -2.220 0.319
C 3.769 1.885 0.910
C 4.021 1.402 -0.389
C 0.625 -1.764 1.597
C 1.783 -1.542 -0.493
C 2.855 1.203 1.732
C 3.399 0.234 -0.850
C 1.311 -0.672 2.101
C 2.483 -0.435 -0.038
C 2.237 0.024 1.294
N -1.696 0.935 0.007
N -0.697 0.480 -4.082
C -2.500 -0.699 1.846
C -2.689 0.419 -0.932
C -0.657 1.836 -0.544
C -2.091 -0.141 -2.235
C -0.126 1.276 -1.843
C -1.233 0.961 -2.827
C -1.825 -1.438 3.064
S -0.539 -2.658 2.646
H 0.425 -3.123 -0.114
H 4.290 2.750 1.274
H 1.870 -1.907 -1.508
H 2.658 1.571 2.725
H 3.630 -0.149 -1.802
H 1.181 -0.339 3.105
H -0.247 1.225 -4.578
H -1.426 -0.016 -4.644
H -3.474 -0.261 2.155
H -2.634 -1.441 1.098
H -3.376 1.236 -1.245
H -3.387 -0.322 -0.525
H 0.173 1.937 0.129
H -1.099 2.828 -0.743
H -1.485 -1.064 -1.994
H -2.860 -0.465 -2.898
H 0.601 1.959 -2.259
H 0.427 0.384 -1.617
H -1.835 1.868 -2.962
H -2.608 -2.003 3.573
H -1.396 -0.725 3.770
*
```



2 unconnected molecules or ions with the total composition C4H12N2, computed with wB97M-V/def2-TZVPD.

Computed properties:
E_LUMO (alpha / beta) (eV): -5.31 / -7.51
⟨S²⟩: 0.7599
Kohn-Sham gap (alpha / beta) (eV): 6.45 / 4.26
Relative energy (zero: lowest compared OMol25 entry of this formula, charge and spin) (kcal per mole): 30.04

ORCA input file:
```
! wB97M-V def2-TZVPD RIJCOSX def2/J DEFGRID3
* xyz 1 2
C -0.420 -2.256 -1.143
C -0.908 -0.863 -1.534
N -1.579 -0.886 -2.812
H 0.424 -2.512 -1.781
H -0.129 -2.355 -0.095
H -1.236 -2.977 -1.205
H -1.512 -0.551 -0.668
H -0.046 -0.184 -1.568
H -2.193 -0.096 -2.930
H -2.016 -1.779 -2.979
C 1.170 1.866 3.121
C 1.339 1.087 1.979
N 0.717 1.417 0.871
H 0.165 2.158 3.420
H 1.936 2.114 3.842
H 1.977 0.207 1.952
H 1.250 1.170 0.039
H 0.465 2.399 0.946
*
```



6 unconnected molecules or ions with the total composition C12H36O6S3, computed with wB97M-V/def2-TZVPD.

Computed properties:
E_LUMO (eV): 0.18
Kohn-Sham gap (eV): 8.78
Relative energy (zero: lowest compared OMol25 entry of this formula, charge and spin) (kcal per mole): 37.49

ORCA input file:
```
! wB97M-V def2-TZVPD RIJCOSX def2/J DEFGRID3
* xyz 0 1
C -2.428 -1.251 3.171
C -2.984 -2.491 3.863
O -4.283 -2.346 4.344
H -2.391 -0.437 4.001
H -2.988 -0.973 2.309
H -1.573 -1.422 2.586
H -2.361 -2.818 4.495
H -2.869 -3.378 2.994
H -4.575 -2.970 5.103
C 1.808 -1.468 -4.898
C 0.581 -1.470 -5.810
O 1.297 -1.315 -7.029
H 2.415 -0.540 -5.052
H 2.545 -2.190 -5.235
H 1.762 -1.817 -3.757
H 0.244 -0.569 -5.702
H 0.085 -2.398 -5.849
H 0.796 -0.683 -7.450
C 0.664 2.296 -4.301
C -0.069 2.142 -2.973
O -0.466 0.766 -2.842
H 1.263 1.478 -4.471
H 1.302 3.238 -4.384
H 0.003 2.374 -5.089
H -0.920 2.950 -2.845
H 0.572 2.447 -2.111
H -1.390 0.630 -2.594
C -2.429 3.675 0.425
S -1.192 4.652 -0.393
O -1.876 5.139 -1.746
C -1.238 6.032 0.825
H -2.724 2.917 -0.383
H -3.461 4.123 0.398
H -2.204 3.435 1.350
H -1.151 5.734 1.935
H -2.253 6.455 0.677
H -0.485 6.717 0.581
C 0.261 1.038 1.143
S 1.825 0.411 1.054
O 2.133 -0.235 2.349
C 1.505 -0.779 -0.208
H 0.134 1.328 0.018
H 0.313 2.087 1.637
H -0.391 0.336 1.264
H 2.149 -1.524 -0.433
H 1.241 -0.428 -1.250
H 0.687 -1.379 0.108
C 3.518 -3.187 3.663
S 2.692 -4.386 4.628
O 2.543 -3.766 6.014
C 0.998 -4.311 3.978
H 4.591 -3.168 3.888
H 3.251 -2.011 3.994
H 3.389 -3.607 2.521
H 0.539 -4.999 4.454
H 1.084 -4.617 3.018
H 0.512 -3.465 4.019
*
```



2 unconnected molecules or ions with the total composition C3H4NO2, computed with wB97M-V/def2-TZVPD.

Computed properties:
E_LUMO (eV): -6.02
Kohn-Sham gap (eV): 10.04
Relative energy (zero: lowest compared OMol25 entry of this formula, charge and spin) (kcal per mole): 66.88

ORCA input file:
```
! wB97M-V def2-TZVPD RIJCOSX def2/J DEFGRID3
* xyz 1 1
C 0.583 0.268 -0.823
C 1.280 -0.712 1.433
C -1.900 0.613 -0.991
N -0.646 0.573 -0.831
O 0.253 -0.393 0.974
O 1.708 0.239 -0.968
H 2.235 -0.601 1.007
H 1.219 -1.156 2.425
H -2.393 1.342 -0.435
H -2.340 -0.173 -1.791
*
```